# 1
Here is an isolated molecule of C6H11N at a distorted geometry from the OMol25 dataset. Energies are from ωB97M-V/def2-TZVPD.

frontier orbital gap: 9.70 eV
SMILES string: [H]/N=C1\[C@H](C)C1(C)C
relative energy (zero: lowest compared OMol25 entry of this formula, charge and spin): 276.96 kJ/mol

Each line ends with the natural charge from an NBO analysis.
Element x y z (Å)
H 0.541 -0.099 2.434  0.377
N 1.135 0.728 2.202  -0.554
C 0.537 0.539 1.105  0.280
C -0.459 -0.540 0.677  -0.360
C -0.058 -1.983 0.395  -0.622
C 0.045 0.623 -0.226  -0.096
C -0.996 1.679 -0.482  -0.583
C 0.941 0.263 -1.374  -0.595
H -1.506 -0.429 0.979  0.214
H -0.404 -2.297 -0.598  0.209
H -0.492 -2.684 1.119  0.221
H 1.026 -2.132 0.429  0.211
H -1.576 1.900 0.423  0.218
H -0.524 2.600 -0.826  0.215
H -1.678 1.304 -1.249  0.211
H 1.438 1.160 -1.745  0.219
H 1.706 -0.468 -1.094  0.221
H 0.323 -0.164 -2.167  0.212

# 2
Here is an isolated molecule of C6H11N at a distorted geometry from the OMol25 dataset. Energies are from ωB97M-V/def2-TZVPD.

frontier orbital gap: 8.92 eV
SMILES string: C=C/C(=C\N)CC
relative energy (zero: lowest compared OMol25 entry of this formula, charge and spin): 132.05 kJ/mol

Each line ends with the natural charge from an NBO analysis.
Element x y z (Å)
C -1.679 -0.575 1.481  -0.401
C -0.671 0.183 1.053  -0.188
C -0.044 0.172 -0.296  -0.120
C 0.550 1.288 -0.737  0.021
N 0.732 2.480 0.032  -0.829
C -0.013 -1.100 -1.096  -0.408
C 0.811 -2.193 -0.392  -0.603
H -1.869 -0.665 2.539  0.205
H -2.241 -1.135 0.744  0.193
H -0.204 0.892 1.728  0.184
H 1.123 1.362 -1.656  0.180
H 1.307 3.107 -0.484  0.368
H 1.091 2.305 0.960  0.370
H -0.999 -1.554 -1.227  0.202
H 0.428 -0.797 -2.047  0.208
H 0.487 -2.366 0.633  0.213
H 1.851 -1.864 -0.285  0.199
H 0.794 -3.128 -0.948  0.206

# 3
Here is an isolated molecule of C6H11N at a distorted geometry from the OMol25 dataset. Energies are from ωB97M-V/def2-TZVPD.

frontier orbital gap: 8.45 eV
SMILES string: C=C/C(C)=C(\C)N
relative energy (zero: lowest compared OMol25 entry of this formula, charge and spin): 219.16 kJ/mol

Each line ends with the natural charge from an NBO analysis.
Element x y z (Å)
C 1.812 -1.867 0.285  -0.426
C 0.619 -1.208 0.493  -0.211
C 0.370 0.101 -0.206  -0.126
C 1.333 0.535 -1.248  -0.643
C -0.853 0.576 0.163  0.211
C -1.962 -0.264 0.670  -0.682
N -1.197 1.974 -0.126  -0.816
H 2.005 -2.858 0.729  0.199
H 2.543 -1.356 -0.308  0.180
H 0.138 -1.669 1.341  0.213
H 1.235 -0.111 -2.071  0.228
H 2.408 0.550 -1.118  0.223
H 0.955 1.497 -1.603  0.216
H -1.779 -1.385 0.442  0.240
H -2.945 -0.094 0.231  0.239
H -2.025 -0.316 1.833  0.222
H -0.311 2.465 -0.175  0.369
H -1.760 2.209 0.644  0.365

# 4
Here is the ion C6H11N with charge +1 at a distorted geometry from the OMol25 dataset. Energies are from ωB97M-V/def2-TZVPD.

spin multiplicity: 2
frontier orbital gap (alpha / beta): 10.72 / 7.38 eV
net charge: +1
⟨S²⟩: 0.755
relative energy (zero: lowest compared OMol25 entry of this formula, charge and spin): 198.37 kJ/mol

Each line ends with the Löwdin spin population.
Element x y z (Å)
C 2.612 -0.050 1.173  0.003
C 1.682 -0.206 -0.004  0.025
C 0.342 -0.888 0.437  0.030
C -0.787 0.009 0.107  0.199
C -1.374 0.945 0.983  0.523
C -2.135 0.056 -1.721  0.039
N -0.949 0.166 -1.249  0.119
H 2.667 -1.013 1.676  0.000
H 2.128 0.574 1.915  0.000
H 3.597 0.296 0.881  0.002
H 2.129 -0.843 -0.766  0.002
H 1.484 0.738 -0.510  0.000
H 0.293 -1.098 1.501  0.000
H 0.245 -1.759 -0.213  0.008
H -1.913 1.776 0.546  0.022
H -1.168 1.048 2.039  0.023
H -2.250 0.005 -2.797  0.001
H -3.055 0.043 -1.143  0.004

# 5
Here is the ion C6H11N2 with charge +1 at a distorted geometry from the OMol25 dataset. Energies are from ωB97M-V/def2-TZVPD.

frontier orbital gap: 10.41 eV
net charge: +1
relative energy (zero: lowest compared OMol25 entry of this formula, charge and spin): 341.65 kJ/mol

Each line ends with the natural charge from an NBO analysis.
Element x y z (Å)
C 1.814 1.546 0.010  -0.054
C -0.103 0.617 -0.082  0.469
C -1.389 1.298 -0.167  -0.355
C 1.720 -0.862 0.045  -0.243
C 2.477 0.432 0.065  -0.245
C -0.560 -1.760 -0.107  -0.452
N 0.290 -0.588 -0.048  -0.319
N -2.514 0.436 0.165  -0.837
H 1.871 2.605 -0.003  0.245
H -1.330 2.222 0.432  0.238
H -1.484 1.619 -1.214  0.270
H 2.028 -1.478 -0.806  0.250
H 1.918 -1.435 0.958  0.250
H 3.556 0.365 0.133  0.271
H -0.434 -2.352 0.800  0.230
H -1.598 -1.441 -0.204  0.277
H -0.278 -2.374 -0.962  0.232
H -2.603 0.321 1.169  0.376
H -3.381 0.829 -0.184  0.395

# 6
Here is the ion C6H11N2 with charge +1 at a distorted geometry from the OMol25 dataset. Energies are from ωB97M-V/def2-TZVPD.

frontier orbital gap: 9.27 eV
SMILES string: C[NH2+][C@]12[C@@H]3[C@H]1CN[C@@H]32
net charge: +1
relative energy (zero: lowest compared OMol25 entry of this formula, charge and spin): 465.92 kJ/mol

Each line ends with the natural charge from an NBO analysis.
Element x y z (Å)
C 2.209 -0.733 0.384  -0.432
N 1.658 0.445 -0.254  -0.502
C 0.202 0.438 -0.151  0.007
C -0.931 1.380 -0.442  -0.217
C -0.846 0.561 0.873  -0.218
C -1.696 -0.589 0.844  -0.256
N -1.652 -1.025 -0.586  -0.595
C -0.869 0.046 -1.202  -0.035
H 3.399 -0.753 0.249  0.252
H 1.842 -0.622 1.408  0.239
H 1.782 -1.685 -0.136  0.259
H 1.724 0.544 -1.297  0.454
H 2.225 1.266 0.137  0.448
H -0.977 2.377 -0.828  0.269
H -0.578 1.066 1.765  0.252
H -1.527 -1.595 1.383  0.248
H -2.826 -0.232 1.074  0.211
H -2.604 -0.925 -0.914  0.373
H -0.534 0.034 -2.307  0.243

Number 1: E_tot -289.8662 Ha. Number 2: E_tot -289.9214 Ha. Number 3: E_tot -289.8882 Ha. Number 4: E_tot -289.5930 Ha. Number 5: E_tot -344.3850 Ha. Number 6: E_tot -344.3377 Ha.